The following is a DFT calculation (the ωB97M-V functional and the def2-TZVPD basis) of C32H39Cl3KN7SSi as an isolated structure.

Calculated values
Total charge: -2
Frontier orbital gap (spin up / spin down) (eV): 4.0 / 4.2
Spin multiplicity: 1
Maximum force (hartree/bohr): 0.009
M (Da): 727.323
Highest occupied orbital energy (spin up / spin down) (eV): 0.05 / -0.05

```
84
C32H39Cl3KN7SSi the ωB97M-V functional and the def2-TZVPD basis
K 0.297 -1.069 -0.906
C 1.980 1.545 2.856
C 0.747 1.520 3.475
C 0.011 0.349 3.320
C 0.481 -0.748 2.647
N 1.771 -0.745 2.082
C 2.463 0.452 2.178
C -0.391 -1.940 2.441
C -0.553 -2.872 3.452
C -1.382 -3.978 3.173
C -2.015 -4.062 1.967
C -1.858 -3.035 0.986
N -0.993 -1.998 1.257
C -2.576 -3.014 -0.245
C -3.559 -3.995 -0.579
C -4.285 -3.887 -1.731
C -4.057 -2.803 -2.598
C -3.056 -1.915 -2.235
N -2.327 -1.994 -1.133
H 2.589 2.440 2.830
H 0.325 2.392 3.951
H -1.004 0.283 3.692
H 3.386 0.510 1.635
H -0.032 -2.755 4.393
H -1.512 -4.765 3.907
H -2.634 -4.923 1.754
H -3.739 -4.828 0.087
H -5.029 -4.639 -1.971
H -4.602 -2.672 -3.523
H -2.816 -1.085 -2.897
C -2.129 2.749 -2.133
C -1.381 1.642 -1.424
N -1.652 1.722 0.002
C -1.934 2.866 0.700
N -2.006 2.792 1.982
C -2.226 3.997 2.745
C -2.927 5.104 1.966
C -2.216 5.271 0.637
N -2.198 4.000 -0.060
C -1.779 4.057 -1.449
H -3.207 2.578 -2.069
H -1.836 2.776 -3.184
H -0.313 1.726 -1.657
H -1.742 0.673 -1.772
H -1.462 0.924 0.590
H -1.260 4.378 3.107
H -2.811 3.745 3.635
H -2.914 6.043 2.526
H -3.970 4.831 1.783
H -1.196 5.648 0.794
H -2.742 5.984 -0.006
H -0.703 4.259 -1.540
H -2.308 4.894 -1.916
S 1.375 -3.576 -2.521
C 1.127 -2.121 -3.435
N 2.240 -1.286 -3.597
C 2.140 0.013 -4.097
C 0.934 0.476 -4.533
C -0.202 -0.351 -4.489
C -0.070 -1.657 -3.919
H 3.101 -1.627 -3.209
H 3.039 0.609 -4.070
H 0.873 1.495 -4.893
H -1.162 0.005 -4.837
H -0.926 -2.309 -3.812
Cl 4.243 2.819 0.068
Si 2.135 2.786 -0.613
Cl 1.385 4.374 0.732
Cl 2.382 4.100 -2.367
C 4.780 -1.653 1.954
C 3.673 -1.986 0.934
C 3.815 -3.478 0.598
C 3.887 -1.199 -0.374
C 2.270 -1.832 1.473
H 5.730 -2.045 1.579
H 4.570 -2.132 2.914
H 4.921 -0.589 2.133
H 4.793 -3.669 0.149
H 3.053 -3.784 -0.121
H 3.725 -4.083 1.504
H 4.928 -1.251 -0.713
H 3.633 -0.142 -0.274
H 3.265 -1.641 -1.152
H 1.619 -2.692 1.466
```

Atomic partial charges in e from the Löwdin method, atoms 1 to 6: number 1, K, carries 0.557; number 2, C, carries -0.114; number 3, C, carries -0.111; number 4, C, carries -0.038; number 5, C, carries -0.151; number 6, N, carries -0.002